1.
The following is a DFT calculation (the ωB97M-V functional and the def2-TZVPD basis) of a 2-piece molecular cluster, C7H9BOS overall at a distorted geometry.

- Orbital gap: 9.09 eV
- SMILES string: O=Bc1ccccc1.CS

The geometry in ORCA input format:
```
! wB97M-V def2-TZVPD RIJCOSX def2/J DEFGRID3
* xyz 0 1
B -0.299 -0.064 -1.801
C -2.470 0.380 1.976
C -1.957 -0.805 1.602
C -2.301 1.539 1.152
C -1.322 -0.910 0.389
C -1.587 1.461 -0.056
C -1.126 0.165 -0.493
C 3.749 -0.670 -1.434
O 0.556 -0.313 -2.579
S 2.687 -0.939 0.045
H -2.929 0.487 3.014
H -2.093 -1.664 2.226
H -2.582 2.474 1.651
H -0.926 -1.833 -0.055
H -1.314 2.338 -0.593
H 3.699 -1.556 -2.085
H 4.810 -0.604 -1.068
H 3.272 0.161 -1.860
H 2.137 0.353 -0.031
*
```

Löwdin atomic charge list, values in e, 2 entries: number 1, B, carries -0.3008; number 2, C, carries -0.0896

=====

2.
The following is a DFT calculation (the ωB97M-V functional and the def2-TZVPD basis) of a single C4H9N3 molecule at a distorted geometry.

- Energy relative to the best compared isomer or geometry (same formula, charge and spin): 59.7 kcal/mol
- Orbital gap: 9.40 eV
- SMILES string: C=CN/C(C)=N\N

The geometry in ORCA input format:
```
! wB97M-V def2-TZVPD RIJCOSX def2/J DEFGRID3
* xyz 0 1
C 1.619 -1.290 -0.560
N 0.294 0.149 0.961
C 0.281 -0.791 -0.095
N -2.012 -1.101 -0.140
C 0.442 1.367 0.113
C -0.388 2.408 0.194
N -0.759 -1.390 -0.568
H -0.592 0.217 1.454
H -2.629 -1.884 -0.283
H -2.141 -0.624 0.747
H 1.398 1.453 -0.377
H 2.060 -0.599 -1.280
H 1.504 -2.267 -1.028
H 2.310 -1.386 0.275
H -1.318 2.349 0.716
H -0.071 3.388 -0.130
*
```

Löwdin atomic charge list, values in e, 2 entries: number 1, C, carries -0.0425; number 2, N, carries 0.0520

=====

3.
The following is a DFT calculation (the ωB97M-V functional and the def2-TZVPD basis) of C26H42Cl3N4O4SiSr as an isolated structure at a distorted geometry.

- Energy relative to the best compared isomer or geometry (same formula, charge and spin): 44.6 kcal/mol
- Orbital gap: 6.87 eV

The geometry in ORCA input format:
```
! wB97M-V def2-TZVPD RIJCOSX def2/J DEFGRID3
* xyz -1 1
C 2.555 -2.550 -6.144
C 2.017 -1.638 -7.193
H 2.062 -3.527 -6.189
H 2.475 -2.161 -5.123
H 3.617 -2.720 -6.364
C 1.974 -2.060 -8.470
C 2.195 -3.459 -8.913
H 1.808 -1.356 -9.286
H 1.678 -4.183 -8.268
H 3.255 -3.748 -8.964
H 1.774 -3.567 -9.920
Sr 1.266 0.744 -3.406
Cl 2.815 0.647 -1.178
Cl 2.040 3.041 -4.739
C -0.063 3.176 -2.184
O -0.522 2.008 -2.281
N -0.683 4.274 -2.625
C -2.078 4.189 -3.053
C 0.130 5.384 -3.104
H 0.926 3.361 -1.725
H -2.677 3.745 -2.245
H -2.194 3.579 -3.967
H -2.421 5.211 -3.241
H 0.942 5.555 -2.383
H -0.499 6.275 -3.196
H 0.597 5.132 -4.074
H -0.966 -5.290 -0.354
H -0.638 -3.562 -3.719
C -1.788 -4.803 -0.902
C -1.557 -3.741 -3.148
N -1.284 -3.716 -1.723
H -2.518 -4.431 -0.172
C -0.598 -2.681 -1.187
O -0.116 -1.759 -1.868
H -2.257 -2.944 -3.426
H -0.509 -2.737 -0.081
H -2.248 -5.540 -1.575
H -1.966 -4.725 -3.396
O 0.803 -0.126 -5.637
C 1.668 -0.211 -6.787
C 0.124 0.158 -8.806
C 1.159 0.605 -7.975
H -0.267 -0.853 -8.681
C -0.367 0.976 -9.833
H 2.609 0.278 -6.480
C 1.791 1.822 -8.250
H -1.198 0.604 -10.430
C 0.251 2.197 -10.096
C 1.344 2.598 -9.322
H 2.627 2.127 -7.608
H -0.098 2.803 -10.930
H 1.880 3.516 -9.558
Si -1.231 -0.156 -6.079
Cl -1.107 -2.121 -6.821
C -2.762 0.141 -7.246
C -1.030 1.809 -6.307
C -1.921 -0.193 -4.335
H -2.518 0.664 -8.178
H -3.540 0.720 -6.739
H -3.175 -0.836 -7.513
H -1.416 -0.877 -3.655
H -2.966 -0.489 -4.399
H -1.907 0.804 -3.882
H -0.867 2.071 -7.366
H -0.167 2.228 -5.760
H -1.928 2.357 -5.975
N -0.585 1.378 5.706
C 0.091 1.284 4.510
O 1.300 1.492 4.441
C -0.712 0.869 3.309
C -2.057 0.465 3.350
C -2.701 0.079 2.179
C -1.972 0.077 0.968
N -0.714 0.487 0.934
C -0.079 0.849 2.033
H -0.045 1.729 6.485
H -1.585 1.454 5.770
H -2.588 0.453 4.300
H -3.740 -0.230 2.162
H -2.427 -0.260 0.032
H 0.974 1.125 1.916
*
```

Löwdin atomic charge list, values in e, 2 entries: number 1, C, carries -0.0499; number 2, C, carries -0.2792

=====

4.
The following is a DFT calculation (the ωB97M-V functional and the def2-TZVPD basis) of C5H10O4Ru as an isolated structure at a distorted geometry.

- Orbital gap (alpha / beta): 5.79 / 7.28 eV
- <S²>: 12.0089

The geometry in ORCA input format:
```
! wB97M-V def2-TZVPD RIJCOSX def2/J DEFGRID3
* xyz 0 7
O 0.890 1.782 -0.953
C 2.013 0.906 -0.955
C 2.080 -0.015 0.174
O 1.336 -1.344 0.233
C 0.068 -1.389 -0.383
C -1.080 -0.987 0.538
O -1.405 0.403 0.521
C -2.336 0.754 -0.491
H 2.957 1.496 -0.915
H 3.111 -0.327 0.394
H -0.091 -2.437 -0.674
H 0.058 -0.759 -1.287
H -1.985 -1.556 0.277
H -0.809 -1.227 1.575
H -2.503 1.836 -0.421
H -1.942 0.512 -1.489
H -3.286 0.224 -0.328
Ru 0.096 1.886 0.787
O 1.508 0.562 1.440
H 1.317 -0.320 1.960
*
```

Löwdin atomic charge list, values in e, 2 entries: number 1, O, carries -0.4423; number 2, C, carries -0.1323

=====

5.
The following is a DFT calculation (the ωB97M-V functional and the def2-TZVPD basis) of a single C10H13BrO2 molecule at a distorted geometry.

- Energy relative to the best compared isomer or geometry (same formula, charge and spin): 10.3 kcal/mol
- Orbital gap (alpha / beta): 5.92 / 7.76 eV
- <S²>: 2.0175

The geometry in ORCA input format:
```
! wB97M-V def2-TZVPD RIJCOSX def2/J DEFGRID3
* xyz 0 3
C -1.017 0.688 -1.906
C -0.017 1.485 -1.540
C -0.508 -1.533 1.117
C 0.903 -0.854 1.402
C -1.563 0.003 -0.667
C -0.752 -1.319 -0.395
C 0.755 -1.249 -0.960
C -0.018 1.477 -0.107
C 1.211 -0.302 0.069
C 0.571 2.596 0.750
O -1.206 0.976 0.345
O 1.427 -2.474 -0.906
Br 3.017 0.308 -0.299
H -1.333 0.369 -2.963
H 0.576 2.125 -2.080
H -0.375 -2.686 1.473
H -1.289 -0.927 1.596
H 0.831 -0.044 2.162
H 1.594 -1.522 1.807
H -2.646 -0.258 -0.689
H -1.395 -2.123 -0.793
H 0.817 -0.953 -1.950
H 1.443 2.187 1.015
H -0.110 2.823 1.520
H 0.619 3.532 0.233
H 1.976 -2.474 -0.089
*
```

Löwdin atomic charge list, values in e, 2 entries: number 1, C, carries -0.0478; number 2, C, carries -0.0739

=====

6.
The following is a DFT calculation (the ωB97M-V functional and the def2-TZVPD basis) of a 7-piece molecular cluster, H13O6S overall at a distorted geometry.

- Energy relative to the best compared isomer or geometry (same formula, charge and spin): 40.2 kcal/mol
- Orbital gap: 7.78 eV

The geometry in ORCA input format:
```
! wB97M-V def2-TZVPD RIJCOSX def2/J DEFGRID3
* xyz -1 1
S -0.188 -1.023 0.497
H -1.198 -1.480 1.352
H 1.717 -3.665 -0.880
H 1.634 -3.865 0.542
O 2.310 -4.089 -0.156
H -2.905 -0.372 -1.496
H -2.209 0.993 -1.141
O -3.097 0.525 -1.078
H -1.293 3.976 -1.439
H 0.202 3.746 -1.687
O -0.452 4.462 -1.575
H -0.347 0.652 -0.864
H -0.229 0.493 -2.392
O -0.572 1.113 -1.694
H -0.333 -2.773 3.566
H 0.376 -1.777 2.737
O 0.291 -2.010 3.652
H 1.254 2.120 0.574
H 2.529 1.531 0.634
O 1.997 2.097 -0.080
*
```

Löwdin atomic charge list, values in e, 2 entries: number 1, S, carries 0.0532; number 2, H, carries -0.3050

=====

7.
The following is a DFT calculation (the ωB97M-V functional and the def2-TZVPD basis) of a 4-piece molecular cluster, C3H14O3S overall at a distorted geometry.

- Energy relative to the best compared isomer or geometry (same formula, charge and spin): 30.2 kcal/mol
- Orbital gap: 9.78 eV
- SMILES string: CCCS.O.O.O

The geometry in ORCA input format:
```
! wB97M-V def2-TZVPD RIJCOSX def2/J DEFGRID3
* xyz 0 1
C 0.519 0.129 2.266
C 1.731 0.213 1.258
C 1.260 0.263 -0.225
S 2.456 -0.370 -1.519
H 0.854 0.124 3.381
H -0.094 0.993 2.120
H -0.056 -0.908 2.164
H 2.361 -0.692 1.511
H 2.435 1.044 1.376
H 0.255 -0.313 -0.388
H 1.084 1.292 -0.388
H 2.576 -1.568 -0.790
H -0.994 0.206 -2.219
H 0.103 -0.896 -2.761
O -0.881 -0.707 -2.582
H -3.493 -1.091 -0.641
H -1.950 -1.397 -0.707
O -2.622 -1.163 0.001
H -1.989 0.800 -0.500
H -1.890 2.441 -0.384
O -1.666 1.599 -0.974
*
```

Löwdin atomic charge list, values in e, 2 entries: number 1, C, carries -0.1203; number 2, C, carries -0.3220

=====

DFT total energy for the records above, in order: -20964.4591; -8761.9369; -88082.4866; -16110.4280; -84711.9096; -23332.7083; -20314.9249 eV